ORCA calculation (ωB97M-V/def2-TZVPD) on a 15-piece molecular cluster, C76H174N8O15 overall.

```
! wB97M-V def2-TZVPD RIJCOSX def2/J DEFGRID3
* xyz 0 1
C -17.329 -14.850 -27.603
O -17.090 -16.248 -27.374
H -18.169 -14.575 -26.965
H -16.394 -14.293 -27.545
H -17.704 -14.779 -28.624
H -16.464 -16.303 -26.649
C -15.530 -16.362 -24.439
O -14.800 -16.366 -25.643
H -15.417 -15.393 -23.953
H -16.606 -16.462 -24.585
H -15.188 -17.177 -23.802
H -13.845 -16.323 -25.559
C -14.062 -5.602 -23.712
O -15.163 -5.330 -22.846
H -14.289 -6.366 -24.456
H -13.980 -4.726 -24.355
H -13.041 -5.831 -23.406
H -15.433 -6.110 -22.355
C -17.225 -11.211 -29.439
O -16.715 -12.525 -29.641
H -17.592 -10.763 -30.362
H -18.038 -11.412 -28.741
H -16.480 -10.583 -28.950
H -16.197 -12.524 -30.449
O -18.222 -10.322 -19.625
H -18.399 -10.760 -18.792
H -18.587 -9.443 -19.515
O -15.997 -7.514 -21.598
H -16.895 -7.775 -21.397
H -15.630 -7.247 -20.755
O -18.298 -9.319 -22.034
H -18.296 -9.818 -21.217
H -17.483 -9.569 -22.470
C -19.380 -4.558 -24.871
C -18.662 -4.281 -26.177
C -19.738 -4.338 -27.263
C -20.473 -3.043 -27.384
C -19.499 -1.880 -27.642
C -18.576 -1.665 -26.372
N -17.906 -3.006 -26.210
O -16.958 -2.926 -25.162
C -17.624 -0.560 -26.892
C -19.398 -1.109 -25.168
C -17.651 -5.382 -26.482
H -20.280 -3.944 -24.883
H -18.790 -4.489 -23.957
H -19.723 -5.590 -24.814
H -19.338 -4.667 -28.222
H -20.424 -5.158 -27.049
H -21.122 -3.030 -26.508
H -21.242 -3.146 -28.149
H -20.087 -0.993 -27.878
H -18.914 -2.020 -28.551
H -18.148 0.392 -26.805
H -16.713 -0.481 -26.298
H -17.317 -0.664 -27.932
H -18.711 -0.692 -24.431
H -20.079 -0.351 -25.554
H -19.906 -1.829 -24.525
H -18.050 -6.345 -26.802
H -16.894 -5.477 -25.704
H -17.065 -5.033 -27.333
H -16.168 -3.232 -25.615
C -9.948 -8.788 -20.883
C -10.916 -7.762 -21.512
C -11.165 -6.564 -20.572
C -10.062 -5.497 -20.676
C -9.866 -5.014 -22.127
C -9.561 -6.201 -23.172
N -10.567 -7.285 -22.885
O -10.483 -8.277 -23.823
C -9.843 -5.566 -24.595
C -8.047 -6.659 -22.965
C -12.248 -8.548 -21.491
H -10.347 -9.158 -19.938
H -8.920 -8.424 -20.892
H -9.924 -9.695 -21.486
H -12.181 -6.202 -20.729
H -11.280 -7.029 -19.592
H -9.113 -5.913 -20.337
H -10.215 -4.624 -20.041
H -9.043 -4.300 -22.099
H -10.546 -4.249 -22.503
H -9.121 -4.794 -24.861
H -9.940 -6.370 -25.325
H -10.767 -4.988 -24.575
H -7.342 -5.934 -23.372
H -7.738 -7.016 -21.982
H -7.920 -7.535 -23.601
H -12.244 -9.441 -22.115
H -12.987 -7.846 -21.877
H -12.677 -8.701 -20.501
H -11.378 -8.126 -24.135
C -12.660 -9.582 -14.523
C -13.919 -10.041 -15.215
C -13.731 -9.552 -16.673
C -14.731 -10.178 -17.653
C -14.753 -11.758 -17.533
C -15.031 -12.261 -16.137
N -14.101 -11.541 -15.175
O -14.088 -11.992 -13.902
C -16.482 -12.041 -15.817
C -14.714 -13.841 -16.070
C -15.138 -9.347 -14.584
H -12.567 -8.497 -14.505
H -11.741 -9.960 -14.971
H -12.720 -9.895 -13.480
H -13.959 -8.503 -16.858
H -12.722 -9.803 -17.001
H -14.267 -9.959 -18.615
H -15.733 -9.752 -17.706
H -13.727 -12.051 -17.757
H -15.420 -12.227 -18.255
H -17.072 -12.910 -16.108
H -16.666 -11.873 -14.756
H -16.913 -11.202 -16.364
H -15.022 -14.197 -15.087
H -15.218 -14.382 -16.871
H -13.690 -14.193 -16.195
H -14.908 -8.322 -14.294
H -15.451 -9.957 -13.737
H -15.988 -9.368 -15.266
H -13.137 -12.050 -13.789
C -18.762 -14.733 -20.046
C -20.173 -14.255 -20.352
C -21.021 -15.471 -20.841
C -21.475 -16.395 -19.696
C -22.245 -15.604 -18.698
C -21.323 -14.485 -18.074
N -20.834 -13.637 -19.164
O -20.106 -12.488 -18.680
C -22.262 -13.575 -17.207
C -20.213 -15.105 -17.142
C -20.219 -13.277 -21.585
H -18.631 -15.794 -19.833
H -18.359 -14.070 -19.280
H -18.080 -14.624 -20.890
H -21.853 -15.106 -21.443
H -20.400 -16.059 -21.516
H -20.668 -16.983 -19.259
H -22.177 -17.138 -20.074
H -22.571 -16.308 -17.934
H -23.094 -15.105 -19.166
H -22.820 -12.886 -17.841
H -22.954 -14.251 -16.703
H -21.654 -12.992 -16.515
H -20.638 -15.861 -16.482
H -19.443 -15.658 -17.681
H -19.792 -14.295 -16.547
H -19.486 -12.473 -21.518
H -21.139 -12.713 -21.737
H -20.095 -13.877 -22.487
H -20.751 -11.778 -18.636
C -10.309 -5.234 -29.652
C -11.548 -6.046 -30.160
C -11.024 -7.509 -30.385
C -10.961 -8.367 -29.142
C -12.304 -8.291 -28.405
C -12.835 -6.896 -28.097
N -12.764 -6.036 -29.317
O -13.291 -4.755 -29.115
C -14.309 -7.145 -27.678
C -12.099 -6.315 -26.943
C -11.935 -5.548 -31.545
H -9.938 -5.677 -28.728
H -10.609 -4.300 -29.178
H -9.523 -4.840 -30.297
H -11.688 -7.966 -31.119
H -10.046 -7.456 -30.863
H -10.186 -7.898 -28.535
H -10.650 -9.365 -29.449
H -12.014 -8.792 -27.482
H -13.039 -8.902 -28.930
H -14.889 -7.361 -28.576
H -14.455 -7.895 -26.901
H -14.836 -6.288 -27.258
H -12.282 -6.847 -26.010
H -11.031 -6.351 -27.159
H -12.410 -5.276 -26.835
H -11.307 -5.809 -32.397
H -12.099 -4.475 -31.640
H -12.896 -5.964 -31.845
H -14.035 -4.737 -29.721
C -20.639 -8.150 -26.783
C -21.601 -8.574 -25.686
C -20.720 -9.156 -24.480
C -21.543 -9.207 -23.137
C -21.794 -7.775 -22.790
C -22.728 -7.132 -23.856
N -22.302 -7.320 -25.257
O -23.130 -6.687 -26.176
C -24.144 -7.622 -23.549
C -22.648 -5.641 -23.462
C -22.561 -9.626 -26.052
H -21.114 -7.900 -27.732
H -19.834 -8.883 -26.839
H -20.208 -7.198 -26.477
H -20.514 -10.169 -24.826
H -19.859 -8.487 -24.462
H -20.955 -9.690 -22.356
H -22.427 -9.826 -23.292
H -20.807 -7.313 -22.830
H -22.066 -7.638 -21.744
H -24.939 -6.944 -23.859
H -24.279 -8.590 -24.031
H -24.415 -7.735 -22.499
H -23.014 -5.456 -22.452
H -21.634 -5.244 -23.485
H -23.307 -5.020 -24.069
H -23.219 -10.051 -25.293
H -21.991 -10.509 -26.343
H -23.225 -9.386 -26.882
H -23.963 -7.159 -26.254
C -15.079 -10.498 -26.086
C -16.142 -10.055 -25.053
C -17.425 -10.933 -25.200
C -17.261 -12.345 -24.765
C -16.764 -12.341 -23.278
C -15.535 -11.479 -22.988
N -15.711 -10.168 -23.664
O -14.587 -9.332 -23.390
C -15.651 -11.314 -21.435
C -14.297 -12.304 -23.344
C -16.559 -8.554 -25.316
H -15.157 -11.567 -26.286
H -14.068 -10.234 -25.777
H -15.211 -9.999 -27.046
H -18.289 -10.466 -24.726
H -17.592 -10.813 -26.270
H -16.483 -12.810 -25.371
H -18.206 -12.835 -24.998
H -16.581 -13.388 -23.038
H -17.611 -12.209 -22.604
H -15.620 -12.254 -20.884
H -14.797 -10.699 -21.151
H -16.504 -10.676 -21.206
H -13.402 -11.687 -23.260
H -14.273 -13.201 -22.725
H -14.414 -12.499 -24.410
H -15.969 -7.847 -24.733
H -17.608 -8.415 -25.052
H -16.530 -8.258 -26.365
H -14.922 -8.736 -22.716
C -12.521 -16.817 -28.592
C -12.248 -15.294 -28.695
C -13.659 -14.634 -28.499
C -13.627 -13.093 -28.308
C -12.613 -12.670 -27.283
C -11.200 -13.419 -27.161
N -11.358 -14.880 -27.559
O -10.106 -15.505 -27.498
C -10.137 -12.700 -28.030
C -10.692 -13.216 -25.740
C -11.598 -14.867 -30.010
H -13.138 -17.106 -27.740
H -12.978 -17.264 -29.475
H -11.603 -17.399 -28.510
H -14.425 -15.002 -29.182
H -14.101 -15.098 -27.617
H -13.372 -12.610 -29.251
H -14.607 -12.649 -28.135
H -13.087 -12.827 -26.315
H -12.437 -11.607 -27.443
H -10.221 -12.838 -29.107
H -9.124 -13.059 -27.849
H -10.092 -11.624 -27.859
H -10.557 -12.151 -25.551
H -9.733 -13.660 -25.474
H -11.332 -13.711 -25.009
H -11.819 -15.530 -30.846
H -11.868 -13.876 -30.375
H -10.508 -14.904 -30.029
H -9.540 -15.047 -28.123
*
```

Properties
HOMO-LUMO gap ... 7.841 eV
E ... -4566.18975 a.u.
M ... 1440.3 u
LUMO level ... -0.2 eV
ΔE to the lowest compared entry with this formula, charge and spin ... 366.3 kJ/mol